Record 1
Formula: C54H105N6O20P5
Source: the OMol25 dataset
Level of theory: the ωB97M-V functional and the def2-TZVPD basis

Properties
* SMILES: CCOP(=O)(OCC)OCC.CCOP(=O)(OCC)OCC.CCOP(=O)(OCC)OCC.CCOP(=O)(OCC)OCC.CCOP(=O)(OCC)OCC.c1cc[nH]c1.c1cc[nH]c1.c1cc[nH]c1.c1cc[nH]c1.c1cc[nH]c1.c1cc[nH]c1
* electronic energy: -5661.0725 a.u.
* HOMO-LUMO gap: 8.09 eV
* largest force on an atom: 3.3 eV/Å
* E_HOMO: -7.56 eV

CARTESIAN COORDINATES (ANGSTROEM)
1 C 11.25858 -4.99671 -19.16677
2 C 12.25784 -5.87275 -18.49485
3 O 11.83696 -6.41195 -17.24032
4 P 11.60815 -5.42515 -16.00890
5 O 12.18790 -4.09272 -16.23622
6 O 12.17345 -6.14607 -14.73536
7 C 13.55971 -6.24955 -14.43133
8 C 13.76774 -6.62388 -12.95548
9 O 10.02406 -5.45239 -15.87067
10 C 9.40998 -5.24631 -14.57178
11 C 8.85386 -3.82811 -14.50822
12 H 11.43799 -4.83348 -20.23155
13 H 10.25649 -5.43401 -19.27274
14 H 11.05048 -4.06526 -18.64014
15 H 12.47177 -6.75636 -19.09950
16 H 13.18773 -5.30658 -18.41359
17 H 14.03792 -7.07689 -14.95908
18 H 14.05216 -5.32422 -14.72420
19 H 14.78178 -6.56415 -12.56100
20 H 13.23943 -5.90490 -12.32053
21 H 13.36430 -7.59875 -12.68462
22 H 8.54500 -5.90086 -14.65240
23 H 10.13419 -5.35871 -13.76983
24 H 8.17446 -3.64475 -13.67181
25 H 9.58464 -3.01871 -14.50018
26 H 8.19890 -3.65064 -15.36614
27 C 18.24931 -1.37589 -16.71494
28 C 18.44150 -1.26683 -18.23991
29 O 17.68647 -2.31735 -18.82575
30 P 17.79036 -2.53962 -20.40058
31 O 17.48277 -1.29114 -21.13002
32 O 19.24388 -3.16985 -20.61975
33 C 19.65520 -3.43839 -21.94464
34 C 20.72507 -2.40286 -22.37962
35 O 16.85011 -3.80151 -20.70911
36 C 15.57590 -3.53381 -21.35872
37 C 14.54669 -4.23064 -20.47281
38 H 18.56771 -2.34108 -16.31076
39 H 18.90064 -0.68629 -16.17510
40 H 17.21853 -1.28193 -16.37291
41 H 18.20354 -0.28815 -18.65436
42 H 19.50955 -1.48439 -18.34875
43 H 20.08518 -4.44106 -21.98479
44 H 18.78172 -3.48991 -22.60028
45 H 20.32438 -1.39043 -22.42312
46 H 21.61367 -2.47182 -21.75213
47 H 21.14838 -2.53470 -23.38006
48 H 15.39569 -2.48860 -21.61532
49 H 15.73138 -3.94337 -22.36170
50 H 14.46873 -3.68462 -19.53383
51 H 13.53754 -4.39333 -20.85710
52 H 14.83470 -5.27354 -20.33000
53 C 6.42557 9.64239 -21.18181
54 C 7.34052 8.46564 -21.35364
55 O 6.96273 7.68648 -22.48714
56 P 7.73218 6.32851 -22.90112
57 O 7.00710 5.72298 -24.00875
58 O 9.26106 6.70455 -23.19644
59 C 9.60402 7.30712 -24.45619
60 C 9.53962 8.82638 -24.32344
61 O 7.74404 5.49287 -21.52650
62 C 7.80004 4.05945 -21.61338
63 C 7.50531 3.45545 -20.24781
64 H 6.89623 10.41544 -20.57466
65 H 6.24166 10.18649 -22.11115
66 H 5.48616 9.24039 -20.80388
67 H 8.37231 8.81094 -21.48183
68 H 7.29719 7.82017 -20.47284
69 H 10.64861 7.03946 -24.56917
70 H 8.99271 7.01080 -25.30739
71 H 9.96916 9.19503 -23.39199
72 H 9.99162 9.28551 -25.20281
73 H 8.50013 9.16039 -24.26406
74 H 7.29462 3.56427 -22.43993
75 H 8.87323 3.88390 -21.75066
76 H 6.41990 3.51202 -20.11776
77 H 7.73590 2.39577 -20.19358
78 H 8.01609 4.09222 -19.52786
79 C 9.17849 0.41773 -22.60213
80 C 9.79593 0.57234 -23.96980
81 O 8.89711 0.91026 -24.98742
82 P 9.51702 1.19880 -26.44644
83 O 10.76947 0.47897 -26.77044
84 O 8.27875 0.93745 -27.41053
85 C 7.94943 -0.43410 -27.68284
86 C 6.44703 -0.59313 -27.61962
87 O 9.71457 2.80123 -26.48555
88 C 8.75494 3.71155 -25.92880
89 C 7.63653 4.04052 -26.90274
90 H 8.91546 1.43315 -22.29017
91 H 8.32100 -0.25198 -22.59672
92 H 9.93210 0.11648 -21.87903
93 H 10.68833 1.20735 -23.92937
94 H 10.24925 -0.41890 -24.12357
95 H 8.34336 -0.73200 -28.65895
96 H 8.45385 -1.19558 -27.08160
97 H 5.93005 -0.48381 -28.56986
98 H 6.14529 -1.48396 -27.06924
99 H 6.07948 0.20854 -26.97348
100 H 8.33089 3.35526 -24.98923
101 H 9.32167 4.62215 -25.72305
102 H 7.93063 4.48541 -27.84972
103 H 7.02781 3.16610 -27.13264
104 H 7.02546 4.66759 -26.24469
105 C 22.00413 1.36799 -19.36705
106 C 20.92972 2.39444 -19.03878
107 O 19.82690 2.40541 -19.93982
108 P 18.53657 3.18840 -19.37644
109 O 17.98384 2.47851 -18.20527
110 O 17.59456 3.35309 -20.65574
111 C 17.06085 2.16968 -21.29228
112 C 15.67364 1.87029 -20.75369
113 O 19.05624 4.65668 -19.14423
114 C 18.22812 5.81627 -19.00702
115 C 16.90611 5.56081 -18.28576
116 H 21.69140 0.32673 -19.30532
117 H 22.48083 1.62701 -20.31552
118 H 22.80882 1.40007 -18.62781
119 H 20.58397 1.97398 -18.08332
120 H 21.33103 3.34765 -18.69554
121 H 16.92380 2.48561 -22.32740
122 H 17.73432 1.31482 -21.33028
123 H 15.61724 1.82077 -19.66603
124 H 14.95388 2.61643 -21.09984
125 H 15.24963 0.94031 -21.13593
126 H 18.78376 6.63102 -18.54112
127 H 18.09148 6.20471 -20.01972
128 H 16.15183 6.34268 -18.36264
129 H 16.45112 4.71205 -18.80024
130 H 17.08792 5.31989 -17.24064
131 C 9.86884 -0.12369 -15.60494
132 C 11.15844 -0.66020 -15.94029
133 C 11.82413 0.36166 -16.52571
134 N 11.07862 1.52682 -16.56735
135 C 9.90123 1.20634 -15.92226
136 H 9.02259 -0.66550 -15.21425
137 H 11.53973 -1.64164 -15.70642
138 H 12.83983 0.47076 -16.87786
139 H 11.36677 2.43813 -16.86180
140 H 9.24474 2.01601 -15.63669
141 C 14.46498 1.03452 -23.35120
142 C 14.66992 -0.36404 -23.20729
143 C 13.64049 -0.99680 -23.86872
144 N 13.07158 -0.05831 -24.70326
145 C 13.55952 1.18209 -24.40081
146 H 15.07345 1.77784 -22.86345
147 H 15.42041 -0.88026 -22.62492
148 H 13.44037 -2.04844 -23.99668
149 H 12.53064 -0.28835 -25.52466
150 H 13.34711 2.10102 -24.91999
151 C 11.59714 -4.76685 -23.02484
152 C 10.27850 -5.23372 -23.02358
153 C 10.23368 -6.57625 -23.33467
154 N 11.54436 -6.94839 -23.56103
155 C 12.35018 -5.85476 -23.48414
156 H 11.98801 -3.82504 -22.67938
157 H 9.50697 -4.66135 -22.52580
158 H 9.45373 -7.30793 -23.44956
159 H 11.80734 -7.90444 -23.71182
160 H 13.41693 -6.00943 -23.54139
161 C 7.27475 -2.85972 -18.59527
162 C 6.55919 -1.84989 -19.22664
163 C 7.21184 -0.64554 -18.93007
164 N 8.35054 -0.96035 -18.30466
165 C 8.43473 -2.29778 -18.04264
166 H 7.11441 -3.92646 -18.56778
167 H 5.66657 -1.96387 -19.82036
168 H 6.88220 0.36812 -19.08722
169 H 8.98530 -0.25424 -17.96306
170 H 9.32167 -2.69586 -17.57818
171 C 11.56111 4.63569 -21.87319
172 C 12.40162 5.53527 -21.14191
173 C 12.90615 6.44455 -22.05688
174 N 12.52149 6.02566 -23.28476
175 C 11.70184 4.94216 -23.20617
176 H 10.93797 3.80730 -21.57748
177 H 12.62690 5.49454 -20.08927
178 H 13.63511 7.22398 -21.91215
179 H 12.79912 6.46150 -24.14606
180 H 11.28472 4.59743 -24.13928
181 C 11.35631 0.71624 -20.08804
182 C 11.54358 -0.55939 -19.58987
183 C 12.37716 -1.26110 -20.41001
184 N 12.80794 -0.37984 -21.36968
185 C 12.18494 0.82755 -21.18497
186 H 10.83382 1.56329 -19.67640
187 H 10.98627 -0.96084 -18.75913
188 H 12.83504 -2.23437 -20.36840
189 H 13.48367 -0.60405 -22.08430
190 H 12.34195 1.62826 -21.89128



Record 2
Formula: C54H114N6O6
Source: the OMol25 dataset
Level of theory: the ωB97M-V functional and the def2-TZVPD basis

Properties
* SMILES: CC1(C)CCCC(C)(C)N1O.CC1(C)CCCC(C)(C)N1O.CC1(C)CCCC(C)(C)N1O.CC1(C)CCCC(C)(C)N1O.CC1(C)CCCC(C)(C)N1O.CC1(C)CCCC(C)(C)N1O
* electronic energy: -2905.4335 a.u.
* HOMO-LUMO gap: 8.49 eV
* largest force on an atom: 4.5 eV/Å
* E_HOMO: -7.92 eV

CARTESIAN COORDINATES (ANGSTROEM)
1 C -2.28318 8.31258 -22.50985
2 C -3.34746 7.67375 -23.41249
3 C -3.14053 8.27829 -24.88386
4 C -3.08440 6.11138 -23.56997
5 C -3.64615 5.34464 -22.32823
6 C -5.12009 5.74188 -22.11112
7 C -5.36945 7.28815 -21.92165
8 C -6.91290 7.36453 -22.09646
9 C -4.97260 7.93739 -20.54966
10 N -4.75623 7.96846 -23.06233
11 O -5.07779 9.35865 -23.02966
12 H -2.54098 9.35152 -22.30433
13 H -2.16734 7.84014 -21.53441
14 H -1.24029 8.41193 -22.81084
15 H -3.88248 7.98871 -25.62800
16 H -3.31996 9.34578 -25.01178
17 H -2.14396 8.08881 -25.28267
18 H -3.46147 5.70220 -24.50725
19 H -2.05855 5.74597 -23.52300
20 H -3.56157 4.27670 -22.52935
21 H -3.00811 5.47736 -21.45450
22 H -5.23231 5.22154 -21.15993
23 H -5.76972 5.35730 -22.89737
24 H -7.26936 7.02291 -23.06823
25 H -7.31827 8.37336 -22.01884
26 H -7.43952 6.73693 -21.37750
27 H -5.62082 7.71628 -19.70171
28 H -4.84432 9.01855 -20.60200
29 H -3.96130 7.61288 -20.30457
30 H -5.78021 9.48228 -23.67224
31 C -10.24785 16.05900 -15.72616
32 C -11.54746 15.58916 -16.34597
33 C -12.65080 16.71674 -16.19287
34 C -11.35095 15.29529 -17.82639
35 C -10.70373 13.88599 -18.14959
36 C -11.46519 12.77732 -17.40855
37 C -11.74853 13.08756 -15.84962
38 C -12.76758 12.04356 -15.45537
39 C -10.48218 12.67802 -15.00908
40 N -12.16290 14.42051 -15.64580
41 O -12.25619 14.67552 -14.31964
42 H -9.53341 15.23638 -15.75727
43 H -9.75138 16.84273 -16.29834
44 H -10.33375 16.54427 -14.75392
45 H -12.69842 17.02705 -15.14906
46 H -12.44523 17.59480 -16.80511
47 H -13.59761 16.26131 -16.48310
48 H -12.29113 15.46462 -18.35126
49 H -10.61811 15.98698 -18.24186
50 H -10.64748 13.80738 -19.23530
51 H -9.62807 13.95483 -17.98740
52 H -10.81375 11.90919 -17.30813
53 H -12.35106 12.44276 -17.94836
54 H -12.89175 11.96073 -14.37564
55 H -12.46546 11.02848 -15.71314
56 H -13.70257 12.39487 -15.89181
57 H -10.05565 11.67968 -15.10651
58 H -10.54051 12.79540 -13.92699
59 H -9.54038 13.18871 -15.20984
60 H -13.21097 14.58642 -14.27420
61 C -7.18280 3.09208 -19.31544
62 C -8.56188 3.11452 -18.69407
63 C -9.63568 3.54572 -19.73902
64 C -8.96552 1.70039 -18.33083
65 C -8.39720 1.20485 -16.99829
66 C -8.85391 2.19643 -15.86248
67 C -8.31423 3.64613 -16.11825
68 C -8.93868 4.51169 -15.05711
69 C -6.77844 3.66504 -15.92080
70 N -8.65962 4.02492 -17.53649
71 O -8.36009 5.29923 -17.81657
72 H -7.01118 4.01950 -19.86184
73 H -6.38791 2.85690 -18.60768
74 H -6.97495 2.37291 -20.10772
75 H -9.67134 4.63097 -19.83411
76 H -9.49107 3.06584 -20.70696
77 H -10.63697 3.34367 -19.35865
78 H -10.04513 1.55018 -18.32962
79 H -8.45285 1.03195 -19.02253
80 H -8.63319 0.16661 -16.76491
81 H -7.31459 1.21989 -17.12411
82 H -8.53166 1.90920 -14.86160
83 H -9.94158 2.23022 -15.79980
84 H -10.01763 4.66616 -15.04676
85 H -8.54362 5.52435 -15.13802
86 H -8.73514 4.23838 -14.02174
87 H -6.30465 2.83407 -16.44341
88 H -6.49848 3.54877 -14.87380
89 H -6.31423 4.56905 -16.31496
90 H -9.19782 5.58400 -18.18901
91 C -7.73384 8.79799 -14.79312
92 C -6.42145 9.47008 -15.34803
93 C -6.67084 10.68005 -16.34352
94 C -5.66334 10.07396 -14.10363
95 C -4.13526 10.23252 -14.15273
96 C -3.44678 8.94037 -14.62881
97 C -4.13135 8.29684 -15.89765
98 C -3.52079 9.04381 -17.06076
99 C -3.64528 6.78900 -15.96350
100 N -5.60655 8.36764 -15.93201
101 O -6.13380 7.85558 -17.12119
102 H -8.28932 8.35860 -15.62165
103 H -7.50678 8.01352 -14.07121
104 H -8.45222 9.38399 -14.21985
105 H -5.80848 11.34032 -16.43557
106 H -6.88802 10.24128 -17.31738
107 H -7.55385 11.27280 -16.10469
108 H -6.00936 11.10537 -14.03604
109 H -5.98993 9.62702 -13.16466
110 H -3.81702 11.09945 -14.73173
111 H -3.78332 10.35619 -13.12855
112 H -3.36718 8.14936 -13.88311
113 H -2.40744 9.22858 -14.78632
114 H -2.51965 9.44589 -16.90535
115 H -4.05444 9.96625 -17.28971
116 H -3.56329 8.49253 -18.00011
117 H -2.56924 6.66533 -15.84124
118 H -3.98315 6.33881 -16.89692
119 H -4.24647 6.17899 -15.28929
120 H -6.52680 7.03472 -16.81570
121 C -6.12629 2.78607 -10.37900
122 C -6.62135 4.24072 -10.15113
123 C -8.11290 4.31220 -10.60556
124 C -6.36546 4.40954 -8.64019
125 C -6.32141 5.87929 -8.12562
126 C -5.57503 6.83933 -9.11705
127 C -5.80341 6.58029 -10.61006
128 C -7.15089 7.26889 -11.00205
129 C -4.57162 7.28693 -11.22541
130 N -5.77344 5.15647 -10.90288
131 O -5.58437 4.83960 -12.20697
132 H -5.05840 2.92858 -10.54456
133 H -6.38322 2.04725 -9.61989
134 H -6.55013 2.38750 -11.30073
135 H -8.71091 3.44445 -10.32719
136 H -8.71634 5.10311 -10.16012
137 H -8.13901 4.31220 -11.69525
138 H -7.12287 3.92258 -8.02595
139 H -5.49647 3.84295 -8.30562
140 H -7.33871 6.27066 -8.13209
141 H -5.97146 5.98360 -7.09861
142 H -4.52493 6.71987 -8.85036
143 H -5.95154 7.81586 -8.81254
144 H -7.82461 7.25758 -10.14527
145 H -7.70480 6.66559 -11.72128
146 H -6.88417 8.24466 -11.40807
147 H -4.35514 8.29632 -10.87559
148 H -4.76531 7.46648 -12.28293
149 H -3.68508 6.66717 -11.09112
150 H -4.65685 4.59243 -12.19205
151 C -0.04066 3.66058 -11.54957
152 C -0.87713 4.38497 -10.61760
153 C -2.19604 3.58553 -10.57243
154 C -0.22015 4.31407 -9.21012
155 C 0.61450 5.45587 -8.72263
156 C 0.19693 6.85657 -9.30161
157 C -0.20964 6.87585 -10.82261
158 C -0.94740 8.23865 -10.97311
159 C 1.12017 6.81545 -11.66083
160 N -1.18710 5.80095 -11.06532
161 O -1.78066 5.77929 -12.29857
162 H -0.50717 3.61378 -12.53358
163 H 0.97961 3.98594 -11.75277
164 H 0.18262 2.60932 -11.36768
165 H -2.69533 3.54243 -11.54039
166 H -2.05632 2.53214 -10.32964
167 H -2.84120 4.11630 -9.87231
168 H -0.97994 4.11388 -8.45464
169 H 0.42883 3.44274 -9.12230
170 H 0.75899 5.40547 -7.64343
171 H 1.60550 5.17430 -9.07861
172 H 0.97950 7.59566 -9.13004
173 H -0.59062 7.30226 -8.69397
174 H -1.24729 8.28270 -12.02012
175 H -0.29763 9.10182 -10.82880
176 H -1.82127 8.33108 -10.32819
177 H 0.94964 6.86022 -12.73647
178 H 1.59596 5.86414 -11.42264
179 H 1.73256 7.67357 -11.38384
180 H -2.36185 6.54229 -12.25783